A cluster of 2 separate species, C13H18F3N2O3 in total at a distorted geometry, computed with the ωB97M-V functional and the def2-TZVPD basis.

## Properties
HOMO = -2.022 eV
net charge = -1
2S+1 = 1
gap between HOMO and LUMO = 2.860 eV

Cartesian coordinates (Å):
C 4.6770 -0.1920 -0.5094
C 3.1765 0.1512 -0.2898
C 2.8424 0.4973 1.1855
C 2.1911 1.8667 1.3788
C 0.7856 2.0314 0.7276
C -0.0062 0.7248 0.5057
C -1.5156 0.9950 0.7988
C -2.2153 -0.3300 0.7738
C -1.8986 -1.3354 1.7387
C -2.6059 -2.5283 1.5953
N -3.4760 -2.8718 0.6997
N -3.7557 -1.9029 -0.2029
C -3.1582 -0.7014 -0.1261
C -3.5949 0.3082 -1.1757
F -4.5712 -0.1751 -1.9748
F -4.0962 1.4338 -0.6203
F -2.5631 0.6185 -1.9196
H 5.1929 -0.3575 0.4406
H 4.7764 -1.1292 -1.0598
H 5.1620 0.6222 -1.0523
H 2.8135 0.8866 -1.0083
H 2.6425 -0.7755 -0.5164
H 3.7956 0.5267 1.7304
H 2.2824 -0.3213 1.6420
H 2.1158 2.1240 2.4403
H 2.8516 2.6076 0.9127
H 0.8631 2.5925 -0.2063
H 0.1987 2.6678 1.4037
H 0.0724 0.4596 -0.5545
H 0.3024 -0.0990 1.1468
H -1.5918 1.4099 1.8102
H -1.8798 1.6967 0.0588
H -1.1791 -1.1580 2.5213
H -2.3979 -3.2935 2.3422
H -4.4233 -2.1304 -0.9196
C -0.4248 -1.2212 -3.4035
O 0.1699 -0.8642 -2.3493
O -0.5563 -0.4730 -4.4297
O -1.0022 -2.3608 -3.5343